Record 1
Entry from the OMol25 dataset: a molecular structure, C21H38MnN2OP2 at a distorted geometry (ωB97M-V/def2-TZVPD).

Geometry as XYZ:
```
65
Properties=species:S:1:pos:R:3:forces:R:3:lowdin_charge:R:1
Mn 0.0745 -0.0645 0.3334 -0.2233 -1.8034 -1.5715 0.4826
P -1.0816 1.6206 1.7208 -0.5211 0.2362 -0.4894 0.8527
P 1.2189 -1.8499 -1.4934 -1.0744 -0.5590 0.6144 0.8565
O 1.7622 0.4187 -0.5902 0.3127 1.4107 1.7958 -0.3572
N -1.3947 -0.1809 -0.6721 1.0897 0.1948 0.9370 -0.0570
N -0.2328 -1.7922 1.8587 0.2070 0.8481 -0.9019 0.0189
C 1.0799 -0.9032 3.8510 0.4282 0.3833 0.3387 -0.0936
C -2.4539 -0.0612 -1.4244 -1.0030 0.2842 -0.6460 -0.4331
C -3.5355 0.7894 -3.4503 -0.0818 -0.0552 0.0063 -0.1020
C 2.4452 -1.2650 -2.7155 0.0251 0.2852 0.0019 -0.2583
C -0.3470 -3.0144 3.7714 0.8028 1.1989 -0.1269 -0.0998
C 0.0279 -2.6662 -2.6276 0.1488 -0.2455 -0.0923 -0.2591
C 2.0996 -3.2278 -0.6684 -0.0032 -0.2129 -0.2634 -0.2465
C 0.1941 -1.8568 3.1562 -1.1884 -1.7753 0.3218 -0.4118
C -1.0165 -2.8970 1.6210 0.2566 -0.3916 1.9354 -0.3995
C -3.6837 -0.7419 -1.0958 0.4078 0.1083 -0.1394 -0.0354
C -1.1045 -3.6714 2.8016 -0.2165 0.4519 -1.3403 -0.0977
C -4.7643 -0.6911 -1.9538 -0.0499 0.0383 0.1177 -0.0945
C -4.6998 0.0677 -3.1309 0.0095 0.0791 -0.1475 -0.0949
C 2.8410 2.0500 0.7421 -0.0958 0.2839 0.7236 -0.0343
C -2.4320 0.7386 -2.6202 -0.0518 -0.1885 0.2387 -0.0360
C 2.3377 0.6360 0.6511 -2.6580 -0.6203 -2.0684 -0.5218
C -0.6680 3.2921 1.0837 0.0385 0.0644 0.0995 -0.2377
C -2.9040 1.6287 1.5339 -0.0635 -0.2058 -0.0517 -0.2482
C 3.2917 -0.4274 1.1236 0.1072 -0.2667 0.7176 -0.0480
C -0.9284 1.7972 3.5403 0.3038 -0.1635 0.0009 -0.2500
C -1.6425 -3.2595 0.3376 -0.4024 -0.0664 -0.5218 -0.0929
H 3.9272 -0.0306 1.9245 -0.1007 -0.1205 -0.1169 0.0892
H 2.0311 -0.3709 -3.2027 0.2035 -0.2335 0.0737 0.0490
H 2.7706 -1.3035 1.5234 0.0496 0.1289 -0.1782 0.0713
H 0.1207 1.9746 3.8155 -0.3069 -0.0820 -0.0117 0.0455
H 0.5657 -0.4852 4.7278 0.2702 0.0779 -0.1103 0.0679
H -5.6701 -1.2491 -1.6973 0.2628 0.2680 -0.1659 0.1054
H 3.2840 2.2591 1.7177 -0.0020 0.0716 -0.0122 0.0878
H 3.6134 2.1712 -0.0233 -0.0567 -0.1175 0.0640 0.1030
H 0.4159 3.3987 0.9691 -0.4072 0.0897 0.0863 0.0089
H -2.6461 -3.6679 0.5273 0.1936 0.0389 -0.1473 0.0816
H 3.3788 -0.9803 -2.2125 -0.2686 -0.0669 -0.1767 0.0387
H -0.1707 -3.2837 4.8069 -0.0682 -0.0903 -0.1417 0.0851
H 1.9739 -1.4280 4.2167 -0.0656 0.2507 -0.0165 0.0800
H -0.6271 -3.3544 -2.0811 0.2052 0.2307 -0.1900 0.0191
H -3.4946 1.3954 -4.3581 -0.0897 -0.2080 0.2435 0.1008
H -0.5963 -1.8893 -3.0905 0.1576 -0.1947 0.0758 0.0386
H -5.5618 0.1047 -3.8000 0.2771 -0.0086 0.1982 0.0985
H 3.9446 -0.7416 0.2990 -0.2034 0.1825 0.0690 0.0896
H -3.7127 -1.3023 -0.1580 -0.0210 0.1166 -0.3660 0.1041
H -1.6748 -4.5931 2.8702 0.1422 0.1511 0.1398 0.0870
H -1.7474 -2.3892 -0.3182 0.1081 -0.3594 0.0939 0.0160
H -1.0708 -4.0469 -0.1748 -0.1318 0.1347 -0.0427 0.0608
H -3.3769 2.2415 2.3121 0.1663 -0.0869 -0.1688 0.0500
H 1.4132 -0.0782 3.2119 -0.0700 -0.1222 0.1969 0.0294
H -3.1732 2.0246 0.5479 0.0780 -0.1620 0.1689 0.0457
H 2.0563 2.7762 0.5421 0.1695 -0.1352 -0.1111 0.0482
H 1.0361 0.5063 1.3997 3.0932 0.8536 1.1621 0.0390
H 2.9432 -2.8312 -0.0912 -0.2090 -0.1566 -0.1879 0.0218
H 2.6401 -2.0402 -3.4720 -0.0252 0.2027 0.2541 0.0473
H 2.4685 -3.9383 -1.4192 0.0376 0.0300 0.1922 0.0467
H 0.5809 -3.2137 -3.4042 -0.2714 0.0571 0.0872 0.0408
H 1.4178 -3.7403 0.0210 0.1054 0.1596 -0.1010 0.0405
H -1.1400 3.4117 0.0986 0.1773 -0.0475 0.2480 0.0535
H -1.0389 4.0698 1.7655 0.0545 -0.1518 -0.2033 0.0536
H -1.5060 1.2814 -2.8351 -0.3542 -0.1875 -0.0033 0.1075
H -3.2808 0.6027 1.6051 0.0520 0.1827 0.0082 0.0439
H -1.5472 2.6384 3.8899 0.2002 -0.2436 -0.2207 0.0510
H -1.2688 0.8715 4.0263 0.1433 0.2342 -0.1784 0.0518
```
Forces are in eV/Å.

Properties
HOMO-LUMO gap (spin up / spin down) in eV: 5.24 / 5.40
LUMO (spin up / spin down) in Eh: -0.02740 / -0.02122
Spin multiplicity: 4
Total energy in eV: -77314.8164
<S²>: 4.152

Record 2
Entry from the OMol25 dataset: 2 unconnected molecules or ions with the total composition CClIN4 at a distorted geometry (ωB97M-V/def2-TZVPD).

Geometry as XYZ:
```
7
Properties=species:S:1:pos:R:3:forces:R:3:lowdin_charge:R:1
I -1.9108 1.8840 -0.0377 -2.0306 5.3479 -0.3345 0.7830
Cl 2.1239 -1.2190 0.8665 0.3363 -0.8095 -0.0532 0.7900
N 0.8314 1.2075 0.8771 0.4076 0.7026 0.1729 0.0314
N -0.7138 -0.6399 -0.8726 -1.0528 -1.3295 -0.3305 -0.3619
N -1.3039 0.0220 -0.0648 0.8702 -4.3590 1.0076 -0.5669
N -0.3710 -1.4409 -1.6028 0.9623 0.1299 -0.8737 0.1880
C 1.3442 0.1863 0.8344 0.5069 0.3176 0.4113 -0.8635
```
Forces are in eV/Å.

Properties
HOMO-LUMO gap (spin up / spin down) in eV: 6.95 / 6.46
LUMO (spin up / spin down) in Eh: 0.01407 / -0.10731
Spin multiplicity: 3
Total energy in eV: -27613.7131
<S²>: 2.027